Record 1
C9H13NO2S | wB97M-V/def2-TZVPD

Summary:
SMILES string	CC(C)(C)O[C@@H]1ON1c1ccsc1
E_HOMO	-8.92	eV
relative energy (zero: lowest compared OMol25 entry of this formula, charge and spin)	5.204	eV
electronic energy	-25959.4962	eV
2S+1	1
molar mass	199.275	g mol⁻¹
orbital gap	9.644	eV

Element x y z (Å)
C (-0.596, 0.098, 1.556)
C (-1.105, 0.229, 0.058)
C (-2.436, 0.922, -0.168)
C (-1.225, -1.229, -0.333)
O (-0.236, 0.908, -0.855)
C (0.670, 1.848, -0.304)
O (1.528, 2.621, -1.095)
N (2.127, 1.904, 0.034)
C (2.930, 0.812, -0.176)
C (2.572, -0.429, -0.887)
C (3.607, -1.250, -0.870)
S (5.004, -0.699, -0.063)
C (4.182, 0.718, 0.370)
H (-1.174, 0.648, 2.286)
H (-0.667, -1.002, 1.851)
H (0.471, 0.228, 1.580)
H (-2.303, 2.026, -0.338)
H (-2.980, 0.929, 0.756)
H (-2.954, 0.535, -0.966)
H (-1.521, -1.383, -1.417)
H (-0.352, -1.794, -0.159)
H (-2.000, -1.638, 0.195)
H (0.089, 2.507, 0.375)
H (1.739, -0.500, -1.535)
H (3.533, -2.389, -1.199)
H (4.675, 1.527, 0.889)

Record 2
C34H46Li2O18S | wB97M-V/def2-TZVPD

Summary:
E_HOMO	-7.04	eV
relative energy (zero: lowest compared OMol25 entry of this formula, charge and spin)	0.964	eV
electronic energy	-84097.1748	eV
2S+1	1
molar mass	788.673	g mol⁻¹
orbital gap	6.175	eV

Element x y z (Å)
Li (1.887, -1.104, 2.695)
Li (-0.976, 3.177, 0.767)
S (0.193, -0.007, 0.320)
O (1.065, -0.414, 1.293)
O (0.005, 1.436, 0.514)
O (0.654, -0.193, -1.010)
O (-1.147, -0.530, 0.575)
C (0.792, -1.370, 5.631)
O (0.710, -1.643, 4.224)
H (1.754, -1.341, 6.226)
H (0.465, -2.296, 6.119)
H (0.039, -0.477, 5.960)
H (-0.225, -1.258, 3.861)
C (-2.474, -3.090, -1.102)
O (-1.566, -3.052, 0.086)
H (-3.148, -3.998, -0.806)
H (-1.806, -3.244, -2.038)
H (-3.073, -2.215, -1.139)
H (-1.165, -2.201, 0.076)
C (-0.925, 4.026, -1.665)
O (-0.633, 4.621, -0.482)
H (0.189, 3.226, -1.796)
H (-0.846, 4.674, -2.567)
H (-1.970, 3.513, -1.745)
H (0.182, 5.059, -0.421)
C (3.567, 1.732, 3.666)
O (2.570, 0.766, 3.140)
H (3.810, 1.991, 4.646)
H (3.509, 2.651, 3.074)
H (4.539, 1.434, 3.080)
H (2.312, 1.100, 2.296)
C (4.448, -3.261, -1.519)
C (4.711, -4.500, -0.976)
C (3.668, -5.048, -0.073)
C (2.482, -4.387, 0.272)
C (2.224, -3.129, -0.410)
C (3.196, -2.543, -1.214)
O (2.965, -1.394, -1.822)
O (3.936, -6.284, 0.359)
H (4.930, -2.813, -2.315)
H (5.401, -5.188, -1.278)
H (1.806, -4.895, 0.995)
H (1.347, -2.612, -0.123)
H (2.103, -0.926, -1.565)
H (3.126, -6.726, 0.925)
C (-0.313, -2.168, -5.028)
C (-0.162, -1.421, -3.917)
C (-0.362, 0.015, -4.110)
C (-0.773, 0.552, -5.290)
C (-0.838, -0.286, -6.419)
C (-0.647, -1.679, -6.338)
O (-0.834, -2.554, -7.338)
O (-0.137, 0.783, -2.994)
H (-0.021, -3.214, -4.987)
H (0.165, -1.565, -2.849)
H (-0.867, 1.599, -5.361)
H (-0.916, 0.421, -7.326)
H (-1.145, -2.315, -8.093)
H (0.170, 0.364, -2.113)
C (-3.442, -0.619, 5.810)
C (-2.724, -1.337, 4.860)
C (-2.324, -0.683, 3.784)
C (-2.302, 0.659, 3.703)
C (-2.891, 1.412, 4.679)
C (-3.573, 0.811, 5.764)
O (-4.483, 1.442, 6.526)
O (-1.813, -1.480, 2.731)
H (-3.910, -1.112, 6.579)
H (-2.740, -2.400, 4.963)
H (-1.762, 1.220, 2.888)
H (-2.908, 2.475, 4.659)
H (-4.372, 2.470, 6.514)
H (-1.915, -1.070, 1.881)
C (-6.325, 1.332, -2.419)
C (-5.813, 1.171, -1.109)
C (-4.414, 0.735, -0.865)
C (-3.544, 0.722, -2.039)
C (-4.108, 0.992, -3.315)
C (-5.481, 1.169, -3.513)
O (-6.009, 1.283, -4.770)
O (-3.913, 0.377, 0.286)
H (-7.364, 1.850, -2.479)
H (-6.509, 1.444, -0.466)
H (-2.418, 0.732, -2.025)
H (-3.322, 1.025, -4.255)
H (-6.852, 1.823, -4.707)
H (-3.064, 0.169, 0.266)
C (3.986, 4.015, 0.730)
C (5.370, 3.696, 0.895)
C (5.863, 2.526, 0.338)
C (4.974, 1.541, -0.172)
C (3.594, 1.777, -0.135)
C (3.085, 3.022, 0.211)
O (1.820, 3.268, 0.215)
O (7.112, 2.281, 0.173)
H (3.575, 5.006, 0.798)
H (6.096, 4.516, 1.437)
H (5.562, 0.721, -0.603)
H (2.771, 1.128, -0.472)
H (1.111, 2.620, 0.124)
H (7.420, 1.474, -0.041)

Record 3
C60H120O15 | wB97M-V/def2-TZVPD

Summary:
E_HOMO	-9.21	eV
relative energy (zero: lowest compared OMol25 entry of this formula, charge and spin)	6.052	eV
electronic energy	-94866.0616	eV
2S+1	1
molar mass	1081.605	g mol⁻¹
orbital gap	9.601	eV

Element x y z (Å)
C (2.017, -13.863, 19.973)
C (1.470, -14.651, 21.107)
C (2.479, -14.429, 22.176)
O (2.809, -13.076, 21.985)
C (2.813, -12.773, 20.549)
H (1.390, -13.623, 19.115)
H (2.708, -14.510, 19.432)
H (1.151, -15.666, 20.871)
H (0.520, -14.232, 21.438)
H (3.260, -15.188, 22.154)
H (2.022, -14.658, 23.139)
H (3.811, -12.779, 20.111)
H (2.291, -11.852, 20.289)
C (5.617, -18.366, 17.279)
C (7.019, -18.632, 17.782)
C (7.931, -17.851, 16.860)
O (7.018, -17.042, 16.054)
C (5.762, -17.711, 15.941)
H (5.049, -17.640, 17.861)
H (5.024, -19.279, 17.226)
H (7.256, -19.694, 17.721)
H (7.206, -18.206, 18.767)
H (8.445, -18.414, 16.082)
H (8.633, -17.251, 17.439)
H (5.818, -18.351, 15.061)
H (5.061, -16.896, 15.762)
C (5.310, -13.017, 24.755)
C (6.450, -12.973, 25.770)
C (7.430, -14.060, 25.272)
O (6.729, -14.762, 24.234)
C (5.389, -14.439, 24.278)
H (5.701, -12.438, 23.919)
H (4.280, -12.819, 25.054)
H (6.157, -13.158, 26.803)
H (7.015, -12.042, 25.718)
H (7.714, -14.816, 26.004)
H (8.371, -13.591, 24.986)
H (4.745, -15.065, 24.895)
H (5.014, -14.403, 23.255)
C (9.979, -17.444, 25.259)
C (10.577, -18.173, 24.132)
C (10.158, -19.663, 24.300)
O (9.033, -19.595, 25.192)
C (8.670, -18.199, 25.519)
H (9.794, -16.387, 25.066)
H (10.674, -17.451, 26.099)
H (11.659, -18.062, 24.056)
H (10.099, -17.775, 23.237)
H (11.016, -20.156, 24.756)
H (9.991, -20.116, 23.322)
H (8.290, -18.032, 26.527)
H (7.866, -17.864, 24.864)
C (11.228, -13.656, 17.576)
C (10.655, -13.139, 16.242)
C (9.752, -12.023, 16.660)
O (10.596, -11.415, 17.616)
C (10.993, -12.451, 18.460)
H (12.296, -13.872, 17.557)
H (10.730, -14.455, 18.126)
H (10.105, -13.972, 15.803)
H (11.404, -12.760, 15.547)
H (8.846, -12.450, 17.090)
H (9.454, -11.451, 15.781)
H (10.290, -12.700, 19.255)
H (11.900, -12.294, 19.043)
C (10.889, -19.526, 19.304)
C (11.476, -18.151, 19.063)
C (11.678, -17.602, 20.483)
O (12.087, -18.780, 21.159)
C (11.528, -19.999, 20.608)
H (11.120, -20.126, 18.424)
H (9.801, -19.454, 19.314)
H (10.805, -17.516, 18.484)
H (12.413, -18.191, 18.509)
H (10.741, -17.227, 20.895)
H (12.392, -16.804, 20.685)
H (10.747, -20.510, 21.171)
H (12.333, -20.692, 20.363)
C (8.004, -22.083, 19.061)
C (7.026, -22.647, 18.074)
C (7.424, -24.167, 18.017)
O (8.004, -24.432, 19.249)
C (8.817, -23.293, 19.601)
H (7.536, -21.467, 19.829)
H (8.831, -21.623, 18.520)
H (7.259, -22.129, 17.144)
H (5.986, -22.502, 18.365)
H (8.119, -24.355, 17.198)
H (6.548, -24.771, 17.781)
H (9.888, -23.358, 19.414)
H (8.759, -23.204, 20.686)
C (2.646, -18.538, 21.712)
C (3.066, -18.692, 23.128)
C (2.108, -17.811, 23.980)
O (0.965, -17.680, 23.083)
C (1.105, -18.518, 21.935)
H (2.858, -19.282, 20.944)
H (2.912, -17.592, 21.242)
H (4.078, -18.294, 23.205)
H (3.099, -19.744, 23.411)
H (2.546, -16.877, 24.331)
H (1.877, -18.409, 24.862)
H (0.590, -18.085, 21.077)
H (0.644, -19.496, 22.074)
C (6.496, -21.318, 23.484)
C (5.907, -22.179, 22.398)
C (4.978, -23.088, 23.297)
O (4.475, -22.188, 24.279)
C (5.477, -21.225, 24.647)
H (6.558, -20.280, 23.157)
H (7.484, -21.506, 23.905)
H (6.603, -22.713, 21.751)
H (5.240, -21.586, 21.771)
H (5.497, -23.976, 23.657)
H (4.157, -23.647, 22.848)
H (5.918, -21.584, 25.577)
H (5.135, -20.220, 24.891)
C (5.814, -10.188, 20.860)
C (6.634, -10.049, 19.609)
C (5.523, -10.139, 18.541)
O (4.283, -9.962, 19.188)
C (4.530, -9.558, 20.480)
H (6.413, -9.690, 21.622)
H (5.737, -11.231, 21.166)
H (7.442, -10.777, 19.529)
H (7.033, -9.034, 19.603)
H (5.478, -11.120, 18.068)
H (5.505, -9.358, 17.781)
H (3.658, -9.760, 21.103)
H (4.616, -8.471, 20.470)
C (10.989, -8.081, 21.329)
C (9.576, -7.915, 21.857)
C (8.992, -6.913, 20.881)
O (9.554, -7.354, 19.620)
C (10.670, -8.291, 19.803)
H (11.439, -8.964, 21.783)
H (11.647, -7.249, 21.579)
H (9.569, -7.577, 22.893)
H (9.019, -8.829, 21.646)
H (9.390, -5.947, 21.189)
H (7.907, -6.816, 20.851)
H (11.603, -8.223, 19.244)
H (10.372, -9.305, 19.535)
C (10.908, -14.175, 23.363)
C (12.269, -14.381, 22.689)
C (11.985, -13.759, 21.294)
O (10.968, -12.792, 21.529)
C (10.424, -12.850, 22.822)
H (10.811, -14.166, 24.449)
H (10.230, -14.948, 23.000)
H (12.626, -15.389, 22.478)
H (13.036, -13.811, 23.214)
H (11.651, -14.533, 20.603)
H (12.936, -13.379, 20.923)
H (9.334, -12.856, 22.799)
H (10.880, -12.048, 23.402)
C (-0.514, -16.408, 17.969)
C (0.712, -16.898, 17.218)
C (1.142, -15.801, 16.351)
O (-0.071, -15.187, 16.079)
C (-1.146, -15.448, 16.918)
H (-0.171, -15.819, 18.820)
H (-1.164, -17.223, 18.286)
H (0.311, -17.812, 16.778)
H (1.488, -17.175, 17.931)
H (1.748, -16.156, 15.517)
H (1.770, -15.048, 16.829)
H (-1.971, -15.981, 16.446)
H (-1.689, -14.625, 17.382)
C (6.009, -14.005, 12.486)
C (5.164, -13.986, 13.678)
C (6.062, -13.350, 14.689)
O (6.643, -12.295, 13.969)
C (6.843, -12.730, 12.559)
H (5.538, -14.097, 11.507)
H (6.702, -14.844, 12.417)
H (4.759, -14.973, 13.900)
H (4.301, -13.332, 13.556)
H (6.792, -13.997, 15.175)
H (5.437, -12.926, 15.474)
H (7.909, -12.923, 12.441)
H (6.400, -12.090, 11.797)
C (8.078, -14.544, 20.656)
C (7.511, -15.973, 20.742)
C (6.096, -15.650, 20.421)
O (6.226, -14.762, 19.310)
C (7.285, -13.841, 19.557)
H (9.124, -14.572, 20.352)
H (8.010, -14.041, 21.621)
H (7.700, -16.366, 21.741)
H (8.087, -16.664, 20.125)
H (5.505, -15.230, 21.235)
H (5.432, -16.359, 19.926)
H (6.928, -12.853, 19.846)
H (7.964, -13.900, 18.706)

Record 4
C6H11Cl4CrGaO2 | wB97M-V/def2-TZVPD

Summary:
E_HOMO (alpha / beta)	-4.07 / -4.34	eV
relative energy (zero: lowest compared OMol25 entry of this formula, charge and spin)	0.000	eV
electronic energy	-141384.7961	eV
2S+1	4
⟨S²⟩	3.8892
net charge	-1
molar mass	378.683	g mol⁻¹
orbital gap (alpha / beta)	6.663 / 6.932	eV

Element x y z (Å)
Cr (-0.312, 0.467, 0.937)
Cl (-0.329, 2.364, -0.276)
C (-2.317, 0.333, 1.408)
H (-2.475, -0.178, 2.365)
H (-2.802, -0.238, 0.601)
H (-2.772, 1.335, 1.458)
Ga (0.255, 0.651, -2.176)
C (2.051, 1.312, -2.623)
C (-1.030, 0.649, -3.671)
C (0.141, -0.719, -0.752)
H (-1.500, -0.338, -3.761)
H (-1.808, 1.401, -3.518)
H (-0.507, 0.868, -4.609)
H (2.795, 0.585, -2.277)
H (2.151, 1.435, -3.708)
H (2.235, 2.274, -2.135)
H (-0.751, -1.392, -0.856)
H (1.068, -1.322, -0.646)
Cl (1.593, -0.847, 5.368)
C (1.027, -1.728, 3.955)
Cl (2.257, -2.861, 3.318)
Cl (-0.531, -2.559, 4.242)
C (0.649, -0.731, 2.776)
O (0.557, 0.524, 2.912)
O (0.354, -1.286, 1.666)